{
  "formula": "C8H14",
  "method": "the ωB97M-V functional and the def2-TZVPD basis",
  "lumo_energy_ev": 1.242,
  "e_homo_ha": -0.30306,
  "mol_weight_g_mol": 110.200,
  "charge": 0,
  "smiles": "C/C=C/C=C/CCC",
  "elements": ["C", "C", "C", "C", "C", "C", "C", "C", "H", "H", "H", "H", "H", "H", "H", "H", "H", "H", "H", "H", "H", "H"],
  "positions_angstrom": [[-1.4365, -3.9921, -0.9299], [-0.5325, -2.7772, -1.1429], [-0.0034, -2.1930, -0.0965], [0.4990, -0.8137, -0.2566], [0.3819, 0.1316, 0.6692], [1.1457, 1.3714, 0.7106], [0.1486, 2.5078, 0.0632], [0.3912, 3.7944, 0.6981], [-1.0079, -4.9506, -0.6973], [-2.2438, -4.0405, -1.7141], [-1.9541, -3.7575, -0.0944], [-0.4462, -2.3796, -2.2572], [-0.2421, -2.5214, 0.9220], [1.1638, -0.6224, -1.1406], [-0.2834, -0.2830, 1.4155], [2.0401, 1.4264, 0.0644], [1.3297, 1.6004, 1.7212], [-0.8391, 2.1654, 0.3157], [0.2933, 2.6928, -1.0453], [0.9301, 4.4278, -0.0057], [-0.4135, 4.4511, 1.1481], [1.0789, 3.7618, 1.6528]],
  "forces_ev_per_angstrom": [[0.12, 0.53, -2.92], [-0.69, -1.67, -2.83], [-0.68, 2.27, -0.05], [2.16, -0.15, -0.77], [0.36, -2.79, -0.70], [-1.98, 1.93, -2.87], [0.79, -1.49, 0.25], [1.70, 3.63, 3.28], [0.59, -0.43, -0.59], [1.10, -0.33, 0.46], [-1.85, 0.65, 2.90], [0.08, -0.67, 2.64], [0.24, -0.11, -0.37], [-0.66, -0.24, 0.68], [0.02, 1.08, 1.04], [-0.18, -0.63, 0.68], [0.53, 0.72, 1.08], [-0.57, -0.22, -0.48], [-0.35, -1.12, 1.18], [0.09, 0.38, 0.23], [0.13, -1.07, -1.05], [-0.94, -0.28, -1.80]]
}



{
  "formula": "C42H42BrN4W",
  "method": "the ωB97M-V functional and the def2-TZVPD basis",
  "lumo_energy_ev": [-9.498, -9.619],
  "e_homo_ha": [-0.58906, -0.59676],
  "mol_weight_g_mol": 866.570,
  "charge": 3,
  "multiplicity": 3,
  "elements": ["W", "C", "C", "C", "C", "C", "C", "C", "C", "C", "C", "C", "C", "H", "H", "H", "H", "H", "H", "H", "H", "H", "H", "H", "H", "H", "H", "H", "H", "H", "H", "C", "C", "N", "C", "C", "C", "C", "C", "C", "C", "C", "C", "N", "C", "H", "H", "H", "H", "H", "H", "H", "H", "C", "C", "C", "C", "C", "Br", "N", "C", "H", "H", "H", "H", "H", "H", "C", "C", "C", "C", "C", "C", "N", "C", "C", "C", "C", "C", "C", "H", "H", "H", "H", "H", "H", "H", "H", "H", "H"],
  "positions_angstrom": [[-0.5774, 0.1810, 0.1117], [2.0670, -0.0515, 3.0224], [1.5096, -1.0777, 2.0770], [2.3834, -1.8494, 1.3018], [3.8651, -1.5808, 1.4034], [1.8825, -2.8892, 0.4924], [2.8055, -3.8140, -0.2536], [0.5023, -3.1047, 0.3897], [0.0098, -4.2288, -0.4807], [-0.3840, -2.4080, 1.2426], [-1.7858, -2.9401, 1.4271], [0.1303, -1.4248, 2.1340], [-0.5179, -1.2824, 3.5035], [1.3133, 0.6533, 3.3587], [2.8827, 0.5144, 2.5759], [2.4774, -0.5398, 3.9115], [4.0825, -0.5132, 1.3521], [4.4387, -2.0657, 0.6209], [4.2589, -1.9255, 2.3623], [2.8656, -3.5558, -1.3161], [2.4385, -4.8377, -0.2042], [3.8121, -3.8196, 0.1473], [-1.0482, -4.1572, -0.7123], [0.1566, -5.1870, 0.0261], [0.5576, -4.2806, -1.4204], [-2.2756, -3.1578, 0.4806], [-2.4279, -2.2655, 1.9847], [-1.7432, -3.8858, 1.9736], [-1.5880, -1.4453, 3.5116], [-0.3083, -0.3466, 4.0062], [-0.0729, -2.0764, 4.1124], [3.3915, 0.4665, -2.0540], [2.3710, 0.0960, -1.1799], [1.1625, 0.6522, -1.1813], [0.9140, 1.6095, -2.1287], [1.8856, 2.0501, -3.0328], [3.1602, 1.4550, -2.9755], [1.5650, 3.0832, -3.9724], [0.3370, 3.6440, -3.9958], [-0.6774, 3.2066, -3.0854], [-1.9689, 3.7605, -3.0499], [-2.8758, 3.3001, -2.1264], [-2.5036, 2.2762, -1.2592], [-1.3019, 1.7109, -1.2903], [-0.3868, 2.1844, -2.1732], [4.3491, -0.0291, -1.9792], [2.5328, -0.6742, -0.4492], [3.9354, 1.7778, -3.6594], [2.3364, 3.4031, -4.6608], [0.0945, 4.4264, -4.7029], [-2.2355, 4.5478, -3.7442], [-3.8712, 3.7152, -2.0575], [-3.1994, 1.9139, -0.5161], [-6.3394, -0.6674, 0.6393], [-5.0565, -0.9379, -0.0866], [-5.0060, -1.7425, -1.2257], [-3.8037, -1.9136, -1.8900], [-2.6907, -1.3013, -1.3621], [-1.0194, -1.4585, -2.2278], [-2.6713, -0.5616, -0.2508], [-3.8684, -0.3712, 0.3468], [-7.0114, -1.5205, 0.5659], [-6.8496, 0.1925, 0.2015], [-6.1669, -0.4586, 1.6939], [-5.9047, -2.2184, -1.5985], [-3.7279, -2.5049, -2.7920], [-3.8952, 0.2790, 1.2065], [-2.1635, 2.0694, 5.2893], [-1.0029, 2.7432, 4.9184], [-0.4834, 2.5993, 3.6457], [-1.1148, 1.7492, 2.7293], [-2.2593, 1.0675, 3.1115], [-2.7886, 1.2299, 4.3836], [-0.5844, 1.6169, 1.3981], [-0.0144, 2.8790, 0.9521], [-0.8346, 4.0021, 0.8540], [-0.2898, 5.1976, 0.4202], [1.0677, 5.2826, 0.1198], [1.8852, 4.1748, 0.2714], [1.3441, 2.9627, 0.6886], [-2.5732, 2.2048, 6.2809], [-0.5066, 3.3925, 5.6269], [0.4100, 3.1421, 3.3677], [-2.7049, 0.3582, 2.4356], [-3.6860, 0.6945, 4.6646], [-1.8801, 3.9390, 1.1304], [-0.9146, 6.0774, 0.3400], [1.4899, 6.2275, -0.1953], [2.9498, 4.2560, 0.0943], [1.9810, 2.1065, 0.8695]],
  "forces_ev_per_angstrom": [[-0.19, 0.46, -0.21], [-0.01, 0.03, 0.02], [0.05, -0.12, -0.23], [0.04, 0.01, 0.07], [0.01, 0.05, -0.03], [-0.02, 0.02, 0.01], [-0.02, -0.05, -0.02], [0.05, 0.00, 0.05], [-0.03, -0.01, -0.02], [0.04, 0.15, -0.11], [0.00, -0.08, -0.04], [-0.08, -0.12, 0.19], [0.01, -0.03, -0.03], [-0.01, 0.01, 0.00], [0.00, 0.00, 0.01], [0.01, 0.01, -0.01], [0.01, -0.01, 0.00], [0.01, 0.00, 0.00], [-0.02, -0.02, 0.00], [0.01, 0.02, 0.01], [0.02, 0.00, -0.01], [0.00, 0.00, 0.01], [-0.01, 0.00, -0.01], [0.00, 0.00, 0.00], [-0.01, -0.01, 0.00], [0.00, -0.03, 0.00], [0.01, 0.00, 0.00], [0.00, 0.02, 0.04], [0.01, 0.04, 0.01], [0.01, 0.00, -0.02], [-0.02, -0.01, 0.00], [-0.01, 0.02, -0.01], [-0.01, 0.00, 0.02], [-0.06, -0.11, 0.11], [0.02, 0.05, -0.06], [-0.01, -0.05, 0.06], [-0.03, -0.02, 0.02], [-0.02, 0.04, -0.04], [0.04, 0.00, -0.04], [0.00, -0.07, 0.09], [-0.03, -0.02, 0.01], [0.01, 0.01, -0.01], [-0.02, -0.02, -0.04], [0.05, -0.27, 0.07], [0.03, 0.07, -0.04], [0.00, 0.00, -0.01], [0.03, -0.01, 0.02], [0.01, -0.01, 0.00], [-0.02, 0.02, -0.01], [0.02, 0.00, 0.00], [0.00, 0.01, 0.01], [0.00, 0.00, -0.01], [0.00, 0.01, -0.01], [-0.02, -0.02, 0.03], [0.04, -0.03, -0.06], [0.02, 0.07, 0.07], [0.00, -0.02, -0.03], [-0.04, -0.12, -0.08], [0.11, 0.01, 0.03], [-0.15, -0.07, -0.04], [-0.07, 0.01, 0.09], [0.00, 0.00, 0.00], [-0.01, 0.00, 0.00], [-0.01, 0.02, -0.01], [0.00, -0.01, -0.01], [0.00, 0.00, 0.00], [0.06, 0.01, 0.00], [0.05, 0.07, 0.03], [-0.05, -0.02, 0.05], [0.00, -0.03, -0.06], [0.12, 0.01, 0.03], [-0.03, 0.00, 0.09], [-0.03, -0.08, -0.12], [0.08, 0.21, 0.26], [0.00, -0.06, -0.05], [0.07, -0.02, -0.10], [-0.02, 0.01, 0.00], [0.00, 0.04, -0.01], [0.02, -0.08, 0.01], [0.00, 0.13, 0.07], [0.00, -0.01, 0.00], [0.01, 0.00, -0.01], [0.00, -0.02, 0.00], [-0.01, 0.01, -0.03], [0.01, 0.00, 0.02], [0.00, -0.01, 0.00], [-0.01, -0.01, 0.01], [0.00, 0.00, 0.00], [0.00, 0.00, 0.00], [0.01, -0.01, -0.01]]
}



{
  "formula": "C15H20N2O3",
  "method": "the ωB97M-V functional and the def2-TZVPD basis",
  "lumo_energy_ev": 0.532,
  "e_homo_ha": -0.28919,
  "mol_weight_g_mol": 276.336,
  "charge": 0,
  "smiles": "CCOc1ccc(OCCOCCn2ccnc2)cc1",
  "elements": ["C", "C", "O", "C", "C", "C", "C", "O", "C", "C", "O", "C", "C", "N", "C", "C", "N", "C", "C", "C", "H", "H", "H", "H", "H", "H", "H", "H", "H", "H", "H", "H", "H", "H", "H", "H", "H", "H", "H", "H"],
  "positions_angstrom": [[6.2095, 0.7130, -0.0170], [5.3269, 1.4816, -0.9733], [4.1951, 2.0123, -0.2792], [3.1187, 0.9930, 0.0527], [2.0732, 1.3405, 0.7513], [0.9449, 0.6275, 1.3372], [0.8391, -0.7405, 1.0266], [-0.2512, -1.2286, 1.2248], [-0.3949, -2.7835, 0.6840], [-0.9457, -2.4751, -0.6026], [-2.3460, -2.2640, -0.8368], [-2.7141, -0.9498, -0.2245], [-4.0956, -0.8535, -0.5907], [-4.5776, 0.5756, -0.1814], [-4.9918, 1.1399, 1.1527], [-5.1703, 2.3777, 0.8098], [-4.9756, 2.8429, -0.2637], [-4.4902, 1.8397, -1.1111], [1.9095, -1.0837, -0.0844], [2.9364, -0.2680, -0.4418], [5.7021, -0.1770, 0.5482], [7.0180, 0.4950, -0.6701], [6.3500, 1.4525, 0.8381], [5.6804, 2.6202, -1.2803], [4.9068, 0.9105, -2.0213], [2.0717, 2.4780, 1.2325], [0.1948, 0.9658, 1.9015], [0.4409, -3.2666, 0.7109], [-1.1489, -2.9851, 1.4764], [-0.8479, -3.5956, -1.0141], [-0.3720, -1.7340, -1.2852], [-2.4061, -0.5774, 0.6825], [-2.1115, -0.2489, -0.8235], [-4.6303, -1.4107, -0.1004], [-4.3027, -1.0182, -1.7131], [-4.9179, 0.4825, 1.8821], [-5.4849, 3.1207, 1.8392], [-4.3827, 1.8801, -2.3392], [1.8566, -1.9240, -0.2992], [3.7835, -0.7649, -0.9978]],
  "forces_ev_per_angstrom": [[-1.87, 0.56, 1.61], [-2.45, 2.31, -2.39], [-3.31, -3.05, 0.87], [2.74, 1.63, -2.01], [-4.23, 6.11, 6.50], [5.26, -2.50, -3.56], [8.37, 6.50, -5.31], [-5.13, -6.82, 1.56], [-6.46, 7.25, 3.26], [-0.67, -3.65, -5.20], [1.33, 1.26, 3.36], [2.11, -0.80, -5.02], [1.94, 8.64, -5.42], [0.45, 2.85, -2.24], [2.06, -3.47, -7.80], [-3.64, 2.93, 14.69], [3.30, 1.93, -12.98], [-2.01, -1.85, 2.73], [-2.31, 12.31, 7.03], [2.86, -2.53, -1.29], [0.88, 1.29, -1.72], [1.51, -0.74, 0.49], [0.71, -0.94, -1.20], [0.35, -3.37, 0.26], [1.55, 1.33, 2.82], [0.22, -2.69, -1.59], [-2.42, 2.27, 2.13], [5.13, -2.66, 0.33], [0.54, -0.98, -0.93], [0.07, 2.15, -0.31], [-0.47, -1.30, 1.44], [0.28, -0.78, 3.07], [-0.29, 0.21, -0.38], [-5.79, -6.28, 5.11], [0.48, 0.44, 1.81], [-0.15, -2.26, 3.74], [0.71, -1.74, -3.17], [-0.23, -0.33, 3.85], [-0.25, -13.79, -4.32], [-1.14, 0.56, 0.16]]
}



{
  "formula": "C6H8O2",
  "method": "the ωB97M-V functional and the def2-TZVPD basis",
  "lumo_energy_ev": -1.106,
  "e_homo_ha": -0.31479,
  "mol_weight_g_mol": 112.128,
  "charge": 0,
  "elements": ["C", "C", "C", "C", "C", "C", "H", "H", "H", "H", "H", "H", "H", "H", "O", "O"],
  "positions_angstrom": [[-0.8745, -0.3064, -0.1479], [0.2211, -0.8481, -1.1780], [1.3985, -0.0290, -0.6452], [0.7539, 0.6996, 0.7841], [-0.1994, -0.3547, 1.2831], [-0.3986, 1.1941, -0.2189], [-2.7986, 0.2215, 0.8500], [0.5354, -1.9104, -0.9169], [-0.2652, -0.7178, -2.2811], [2.0951, -0.7015, -0.4675], [2.0890, 0.8756, -1.0351], [1.3710, 1.2823, 1.4185], [-0.9766, 0.1022, 1.9056], [-0.1691, -1.5742, 1.7205], [-2.2002, -0.2909, -0.4878], [-0.5820, 2.3577, -0.5836]],
  "forces_ev_per_angstrom": [[0.76, 2.63, -1.86], [-2.39, -0.37, -1.01], [-0.07, 5.61, 1.13], [0.04, -2.08, -3.63], [-2.78, -3.40, 0.16], [2.48, 3.22, 2.68], [1.85, -1.71, -4.78], [-1.01, 1.07, -0.88], [1.70, -0.32, 2.59], [3.44, -3.07, 1.52], [-2.40, -1.88, -0.39], [0.66, 0.50, 0.23], [0.16, 0.03, 0.38], [0.96, 3.68, -1.34], [-2.82, -0.31, 5.02], [-0.58, -3.59, 0.17]]
}



Respective relative energy (zero: lowest compared OMol25 entry of this formula, charge and spin) values: 2.987; 0.475; 15.910; 7.719 eV.